# 1
{"formula": "C4H7NO", "method": "the ωB97M-V functional and the def2-TZVPD basis", "e_above_lowest_ev": 7.831, "e_lumo_ev": [0.5, 0.0], "gap_ev": [8.9, 7.8], "elements": ["C", "C", "C", "C", "N", "O", "H", "H", "H", "H", "H", "H", "H"], "coordinates": [[1.306, -0.189, 1.241], [0.817, -0.763, 2.285], [1.082, -0.387, -0.156], [-0.327, -0.410, -0.623], [-1.646, 1.531, -1.366], [-0.654, 0.473, -1.649], [-0.174, -1.310, 2.226], [1.236, -0.738, 3.242], [1.617, 0.325, -0.791], [1.597, -1.351, -0.569], [-0.958, -0.749, 0.112], [-2.568, 1.314, -1.868], [-1.327, 2.255, -2.082]], "lowdin_charge": [-0.064, -0.037, -0.270, -0.104, 0.026, -0.187, 0.084, 0.025, 0.110, 0.156, 0.070, 0.094, 0.097]}

---

# 2
{"formula": "C4H7NO", "method": "the ωB97M-V functional and the def2-TZVPD basis", "e_above_lowest_ev": 2.834, "e_lumo_ev": 0.2, "gap_ev": 9.4, "elements": ["C", "C", "C", "O", "C", "N", "H", "H", "H", "H", "H", "H", "H"], "coordinates": [[0.216, 1.079, 1.349], [0.427, -0.039, 0.331], [-0.651, -1.028, 0.147], [-0.518, -1.354, -1.784], [0.075, -0.214, -1.952], [0.429, 0.567, -1.009], [0.994, 1.840, 1.232], [0.252, 0.699, 2.368], [-0.744, 1.572, 1.185], [1.398, -0.527, 0.517], [-1.663, -0.664, 0.357], [-0.483, -2.077, 0.219], [0.268, 0.146, -2.962]], "lowdin_charge": [-0.062, -0.438, 0.141, -0.032, -0.377, 0.056, 0.081, 0.072, 0.078, 0.146, 0.118, 0.088, 0.127]}

---

# 3
{"formula": "C4H7NO", "method": "the ωB97M-V functional and the def2-TZVPD basis", "e_above_lowest_ev": 2.183, "e_lumo_ev": 0.5, "gap_ev": 10.8, "smiles": "C=CC#N.CO", "elements": ["C", "C", "C", "N", "H", "H", "H", "C", "O", "H", "H", "H", "H"], "coordinates": [[-0.399, 1.554, -0.800], [0.924, 1.641, -0.673], [1.750, 0.480, -0.855], [2.410, -0.461, -1.009], [-0.887, 0.620, -1.053], [-1.032, 2.420, -0.650], [1.425, 2.568, -0.413], [-0.886, -1.725, 0.744], [-0.669, -0.490, 1.396], [-1.947, -1.761, 0.484], [-0.294, -1.823, -0.178], [-0.667, -2.582, 1.395], [0.271, -0.439, 1.612]], "lowdin_charge": [0.042, -0.172, -0.250, 0.145, 0.069, 0.073, 0.102, -0.174, -0.140, 0.080, 0.069, 0.079, 0.077]}

---

| no. | E_tot (hartree) |
| --- | --- |
| 1 | -286.34387 |
| 2 | -286.52750 |
| 3 | -286.55142 |